(1)
The following is a DFT calculation (wB97M-V/def2-TZVPD) of a structure of composition C15H25As2N2O2Pt.

Element x y z (Å)
Pt (-1.555, -0.326, 0.232)
C (-3.916, 3.414, 0.457)
C (-3.068, 2.232, 0.089)
N (-2.483, 1.494, 0.977)
O (-2.758, 1.806, 2.314)
C (-2.877, 1.838, -1.283)
C (-3.377, 2.613, -2.459)
N (-2.249, 0.686, -1.482)
O (-2.037, 0.309, -2.693)
H (-3.835, 3.626, 1.519)
H (-4.965, 3.225, 0.216)
H (-3.604, 4.293, -0.108)
H (-2.316, 1.072, 2.763)
H (-4.044, 3.421, -2.159)
H (-3.906, 1.942, -3.139)
H (-2.550, 3.036, -3.037)
C (0.997, -1.422, -2.655)
As (0.055, -1.482, -0.927)
C (-0.664, -3.288, -1.159)
C (1.607, -1.846, 0.240)
C (2.169, -3.119, 0.243)
C (3.220, -3.457, 1.084)
C (3.733, -2.502, 1.940)
C (3.204, -1.218, 1.931)
C (2.150, -0.861, 1.093)
As (1.440, 0.980, 1.227)
C (3.104, 1.820, 1.926)
C (1.784, 1.573, -0.619)
H (1.599, -2.327, -2.731)
H (1.634, -0.546, -2.723)
H (0.248, -1.387, -3.444)
H (0.060, -4.023, -1.518)
H (-1.469, -3.196, -1.890)
H (-1.094, -3.588, -0.206)
H (1.773, -3.880, -0.417)
H (3.625, -4.461, 1.071)
H (4.543, -2.749, 2.618)
H (3.622, -0.488, 2.611)
H (3.216, 1.612, 2.991)
H (2.974, 2.897, 1.808)
H (4.005, 1.508, 1.396)
H (2.666, 1.089, -1.040)
H (1.940, 2.652, -0.591)
H (0.911, 1.374, -1.236)
C (-1.344, -1.300, 1.892)
H (-0.813, -2.250, 2.011)
H (-1.352, -0.792, 2.867)

Output
Kohn-Sham gap (alpha / beta) in eV: 5.063 / 4.963
LUMO energy (alpha / beta) in eV: 3.0066 / 3.0067
HOMO energy (alpha / beta) in Eh: -0.07557 / -0.07188
Charge: -1
Energy in a.u.: -5437.26051

(2)
The following is a DFT calculation (wB97M-V/def2-TZVPD) of a cluster of 3 separate species, C15H25Cl2F6O7P in total.

Element x y z (Å)
C (0.554, 2.590, 0.700)
O (1.568, 1.578, 0.439)
C (1.352, 0.799, -0.778)
C (0.612, -0.677, -0.534)
C (-0.679, -0.754, -1.602)
C (-2.130, -1.011, -0.896)
C (-2.800, 0.366, -0.220)
Cl (-4.160, 0.973, -1.387)
O (1.444, -1.820, -0.995)
C (2.697, -1.971, -0.281)
P (0.082, -1.000, 1.268)
O (-0.238, -2.748, 1.327)
Cl (1.589, -0.711, 2.714)
H (-0.180, 2.843, -0.168)
H (1.096, 3.606, 0.992)
H (-0.083, 2.254, 1.644)
H (0.800, 1.483, -1.547)
H (2.436, 0.626, -1.250)
H (-0.790, 0.205, -2.261)
H (-0.540, -1.650, -2.381)
H (-2.875, -1.268, -1.796)
H (-2.197, -1.944, -0.189)
H (-2.036, 1.249, -0.132)
H (-3.376, 0.125, 0.788)
H (3.369, -1.019, -0.179)
H (3.346, -2.744, -0.922)
H (2.615, -2.502, 0.785)
H (-1.205, -2.907, 1.534)
C (0.503, 1.035, 5.317)
C (-0.763, 0.551, 5.997)
O (-0.897, 1.151, 7.294)
C (-1.435, 2.413, 7.323)
O (-1.788, 3.029, 6.322)
C (-1.563, 2.910, 8.762)
F (-0.450, 2.657, 9.510)
F (-2.602, 2.317, 9.418)
F (-1.777, 4.253, 8.846)
H (1.376, 0.858, 5.953)
H (0.651, 0.519, 4.364)
H (0.463, 2.112, 5.124)
H (-0.704, -0.531, 6.152)
H (-1.650, 0.740, 5.383)
C (0.388, -3.236, -7.129)
C (1.468, -2.519, -6.342)
O (1.439, -1.110, -6.617)
C (0.520, -0.376, -5.911)
O (-0.253, -0.857, -5.088)
C (0.629, 1.106, -6.266)
F (0.744, 1.321, -7.609)
F (1.721, 1.691, -5.694)
F (-0.449, 1.834, -5.859)
H (0.478, -3.015, -8.197)
H (0.459, -4.318, -6.985)
H (-0.610, -2.911, -6.819)
H (2.452, -2.884, -6.654)
H (1.380, -2.711, -5.266)

Output
Kohn-Sham gap in eV: 9.151
LUMO energy in eV: 0.2414
HOMO energy in Eh: -0.32741
Energy in a.u.: -2974.04356

(3)
The following is a DFT calculation (wB97M-V/def2-TZVPD) of the molecule C15H25FI2NO2PS.

Element x y z (Å)
C (-1.272, -2.605, 1.706)
C (-2.138, -1.700, 0.801)
C (-1.849, -0.191, 0.887)
C (-2.898, 0.534, 0.027)
P (-0.082, 0.347, 0.579)
C (0.448, 1.795, -0.457)
C (-0.673, 2.706, -0.958)
C (-0.015, 3.697, -1.962)
I (-1.101, 5.525, -2.135)
C (1.380, -0.448, 1.398)
C (2.694, -0.219, 0.623)
C (3.837, -0.579, 1.614)
I (5.458, -1.574, 0.628)
C (0.005, -0.792, -0.975)
C (0.581, -2.036, -1.049)
C (0.604, -2.805, -2.186)
C (0.005, -2.268, -3.301)
C (-0.583, -1.040, -3.151)
N (-0.613, -0.296, -2.061)
S (-0.291, 1.749, 2.414)
O (0.901, 2.533, 2.621)
O (-1.455, 2.578, 2.277)
F (-0.442, 0.846, 3.770)
H (-0.579, -3.249, 1.169)
H (-0.765, -1.969, 2.435)
H (-1.910, -3.251, 2.312)
H (-3.157, -1.801, 1.189)
H (-2.218, -2.063, -0.226)
H (-2.100, 0.079, 1.917)
H (-2.867, 1.615, 0.145)
H (-3.868, 0.238, 0.441)
H (-2.903, 0.218, -1.014)
H (1.046, 1.448, -1.298)
H (1.135, 2.436, 0.107)
H (-1.120, 3.323, -0.180)
H (-1.423, 2.180, -1.542)
H (1.008, 3.893, -1.637)
H (0.048, 3.221, -2.939)
H (1.550, 0.056, 2.354)
H (1.220, -1.491, 1.659)
H (2.803, -0.899, -0.218)
H (2.812, 0.831, 0.366)
H (3.462, -1.207, 2.419)
H (4.246, 0.306, 2.097)
H (1.053, -2.483, -0.182)
H (1.080, -3.776, -2.203)
H (0.004, -2.793, -4.244)
H (-1.061, -0.620, -4.037)

Output
Kohn-Sham gap in eV: 9.530
LUMO energy in eV: 0.3357
HOMO energy in Eh: -0.33788
Energy in a.u.: -2226.54073

(4)
The following is a DFT calculation (wB97M-V/def2-TZVPD) of a structure of composition C15H25FeN2OS.

Element x y z (Å)
Fe (1.067, -0.296, 0.156)
C (2.936, -1.115, -0.347)
C (2.682, 0.041, -1.131)
C (2.564, 1.146, -0.253)
C (2.697, 0.667, 1.075)
C (2.942, -0.734, 1.014)
H (3.040, -2.124, -0.714)
H (2.587, 0.068, -2.206)
H (2.335, 2.163, -0.525)
H (2.637, 1.252, 1.978)
H (3.080, -1.385, 1.862)
C (-1.402, 0.097, 2.856)
S (-0.536, -0.961, 1.689)
C (0.101, -2.243, 2.783)
H (-0.762, 0.440, 3.667)
H (-2.222, -0.499, 3.253)
H (-1.814, 0.939, 2.306)
H (-0.742, -2.798, 3.190)
H (0.694, -1.816, 3.589)
H (0.716, -2.911, 2.185)
C (-0.506, -4.048, -1.199)
C (-0.605, -2.571, -1.312)
C (-1.685, -1.981, -2.151)
O (0.217, -1.853, -0.734)
H (-1.471, -4.461, -0.898)
H (0.274, -4.348, -0.506)
H (-0.296, -4.463, -2.190)
H (-2.572, -2.612, -2.157)
H (-1.325, -1.931, -3.184)
H (-1.941, -0.981, -1.805)
C (-1.818, 3.067, -2.936)
C (-1.218, 2.619, -1.651)
C (-1.110, 3.244, -0.426)
C (-0.430, 2.359, 0.415)
N (-0.173, 1.219, -0.242)
N (-0.621, 1.422, -1.509)
C (0.057, 2.652, 1.794)
H (-2.478, 3.913, -2.762)
H (-2.398, 2.271, -3.404)
H (-1.042, 3.383, -3.634)
H (-1.464, 4.229, -0.174)
H (-0.552, 0.692, -2.196)
H (-0.728, 3.120, 2.385)
H (0.879, 3.368, 1.742)
H (0.406, 1.759, 2.308)

Output
Kohn-Sham gap (alpha / beta) in eV: 8.437 / 8.520
LUMO energy (alpha / beta) in eV: -7.3819 / -7.2423
HOMO energy (alpha / beta) in Eh: -0.58132 / -0.57924
Charge: +2
2S+1: 2
Expectation value of S²: 0.798
Energy in a.u.: -2432.64792

(5)
The following is a DFT calculation (wB97M-V/def2-TZVPD) of a cluster of 2 separate species, C15H25N2 in total.

Element x y z (Å)
C (-3.635, -1.808, 1.397)
C (-3.622, -0.486, 0.639)
C (-2.695, 0.575, 1.248)
N (-1.332, 0.098, 1.562)
C (-0.265, 0.661, 0.966)
C (1.048, -0.033, 1.072)
C (1.176, -1.297, 0.469)
C (2.369, -2.009, 0.580)
C (3.495, -1.449, 1.211)
C (3.373, -0.171, 1.774)
C (2.147, 0.511, 1.767)
C (-1.329, -1.204, 2.306)
C (-2.216, -2.290, 1.689)
H (-4.206, -1.709, 2.330)
H (-4.162, -2.568, 0.806)
H (-3.357, -0.683, -0.411)
H (-4.627, -0.067, 0.659)
H (-2.625, 1.440, 0.571)
H (-3.121, 0.892, 2.203)
H (-0.479, 1.266, 0.077)
H (0.336, -1.760, -0.053)
H (2.440, -3.009, 0.162)
H (4.423, -2.002, 1.237)
H (4.248, 0.289, 2.232)
H (2.066, 1.426, 2.353)
H (-0.304, -1.599, 2.453)
H (-1.736, -0.965, 3.295)
H (-2.280, -3.120, 2.394)
H (-1.766, -2.692, 0.765)
C (-0.204, 6.313, -0.668)
C (-0.053, 5.269, 0.414)
C (0.147, 3.875, -0.202)
N (0.273, 2.719, 0.794)
H (-0.378, 7.280, -0.208)
H (0.691, 6.399, -1.289)
H (-1.048, 6.082, -1.319)
H (0.807, 5.486, 1.058)
H (-0.934, 5.215, 1.066)
H (-0.698, 3.637, -0.880)
H (1.070, 3.789, -0.797)
H (-0.252, 2.811, 1.662)
H (1.275, 2.507, 0.929)

Output
Kohn-Sham gap in eV: 8.950
LUMO energy in eV: -3.3369
HOMO energy in Eh: -0.45154
Charge: +1
Energy in a.u.: -695.77886